Entry 1:
A 7-piece molecular cluster, C27H53N10O7 overall. Source: the OMol25 dataset; level of theory: wB97M-V/def2-TZVPD.

LUMO level   -2.4 eV
Energy   -58087.0849 eV
Net charge   +1
Frontier orbital gap   0.284 Ha

Cartesian coordinates (Å):
N: -4.577310 -1.074332 -2.749882
N: 3.422984 -2.088767 7.884331
N: -6.851230 5.056022 -6.773978
H: 1.964420 1.490147 -1.701612
O: -7.275119 3.748751 -5.009024
H: 0.377545 -2.664150 -1.852423
H: -4.912337 -1.180946 -3.702518
C: 3.131488 -6.584932 -2.164389
O: 4.670796 -2.906883 1.335711
C: -6.181667 5.475000 -7.991235
H: -2.746488 -0.174355 -3.183380
H: -6.834515 4.504071 -2.487482
H: -6.922892 5.543066 -8.789027
O: 3.412438 2.950389 2.350457
H: -6.193687 2.383052 -3.209389
H: 4.247135 -8.816955 -1.134595
C: 3.374622 -0.146171 -1.143035
C: -5.515592 3.021686 -6.463512
H: -5.747264 6.462299 -7.826276
H: 4.038458 -0.267084 2.831849
H: 3.256457 -3.381275 9.497993
H: 0.791183 5.996754 1.133713
N: 2.052965 4.718673 2.170808
H: 2.785770 -6.352534 -0.220000
O: -3.328281 2.814441 -2.156094
C: -5.647269 2.289129 -2.267442
H: 3.249433 -8.445141 -3.223715
C: 2.475223 -2.471611 -1.227561
C: 3.540096 -1.209168 2.595232
H: -6.018267 5.783191 -3.408787
H: -5.742716 2.618289 -7.451614
N: -3.379788 -0.516703 -2.462411
H: -6.107931 -1.878669 -1.516610
C: 3.737998 -7.469186 -3.222426
H: -5.399001 4.781850 -8.285260
H: -5.280231 1.267747 -2.178876
C: 2.100880 0.390266 -1.571343
N: -4.727045 4.552416 -2.355457
H: 5.189799 -2.800459 5.498897
H: 4.604414 -7.918991 0.356292
C: 2.848971 -0.931164 7.463247
H: -1.344269 1.590188 -1.689454
H: 2.972560 -1.077655 1.675596
H: 6.373090 -1.595480 4.942943
H: 3.056235 -8.773298 0.183307
C: 5.380956 -2.015109 4.764471
C: 4.557958 -2.302836 2.397425
H: 2.088479 0.979947 8.011494
C: -0.955437 0.646783 -1.184348
H: 4.809163 -7.584556 -3.048450
H: 3.598645 -2.743265 7.137254
C: -6.012710 5.212676 -2.479603
H: 2.620063 -3.571734 -1.111053
H: 3.560444 -1.691560 9.954832
C: 1.074391 2.464463 2.244225
O: 2.579555 -5.527665 -2.439527
C: 0.787270 5.415833 2.058215
H: 6.021417 -3.350512 3.241735
C: 2.273446 3.378906 2.260496
O: 2.597675 -0.766916 6.276528
C: 2.541578 0.119097 8.498589
C: -3.175541 -0.513715 -1.101590
H: 4.866759 -2.671486 9.255025
O: -0.354196 -0.133700 -2.204685
N: -2.087396 -0.015932 -0.502438
C: 3.794347 -2.469031 9.233647
C: -6.610919 3.956550 -6.018302
H: -0.250766 1.002290 -0.396199
H: 3.459977 0.443516 8.990860
C: 1.197505 -1.940371 -1.652914
H: 0.689648 6.098339 2.904579
H: 1.837669 -0.272303 9.235108
N: -4.272791 -1.116376 -0.454980
H: -2.044815 -0.116254 0.513079
C: -4.479705 3.228558 -2.254720
C: 3.590141 -1.570198 -0.943540
H: -7.597196 5.633573 -6.414827
H: 1.402352 1.429026 2.320716
N: 5.364982 -2.611328 3.444064
H: 4.201878 0.564652 -0.938475
N: 3.212429 -6.994444 -0.871279
H: -4.557606 3.544297 -6.481356
H: 4.565553 -1.965386 -0.587749
H: 2.900914 5.265466 2.188012
H: 0.532455 2.579335 1.302507
C: -5.100316 -1.410604 -1.528743
H: -0.055750 4.730802 2.049416
H: -5.444014 2.193449 -5.760717
H: 4.633276 -1.233752 4.868714
C: 3.819918 -8.202080 -0.347946
H: 3.594383 -7.009903 -4.198171
H: -3.893070 5.120936 -2.339517
C: 0.961362 -0.518022 -1.818073
H: 2.847721 -1.479192 3.395364
H: -6.131991 5.899129 -1.639188
H: -6.308214 2.496590 -1.424395
H: 0.426065 2.682494 3.094861

Cartesian forces (eV/Å) of the 6 atoms listed first:
N -0.38 -0.36 2.48
N -0.16 0.39 0.05
N 0.24 -0.38 0.18
H 0.19 -1.03 0.11
O 0.19 -0.18 0.05
H 0.61 0.71 0.12

=====

Entry 2:
A 7-piece molecular cluster, C33H80O21S3 overall. Source: the OMol25 dataset; level of theory: wB97M-V/def2-TZVPD.

Relative energy (zero: lowest compared OMol25 entry of this formula, charge and spin)   174.9 kcal/mol
LUMO level   0.4 eV
Energy   -111006.3360 eV
Structure (SMILES)   CCOS(C)(=O)=O.CCOS(C)(=O)=O.CCOS(C)(=O)=O.COCCOCCOC.COCCOCCOC.COCCOCCOC.COCCOCCOC
Frontier orbital gap   0.355 Ha

Cartesian coordinates (Å):
H: 7.411155 -7.701019 -6.506491
C: -4.098784 9.782435 2.092437
H: -6.063129 8.094928 4.360495
C: 6.860073 -6.779724 -3.882742
C: -4.090364 7.278254 4.936436
H: -0.498857 0.596839 1.363037
O: 7.429418 -8.994904 -4.850442
H: 9.796714 1.545513 -6.093297
H: 4.574203 3.086292 -7.411389
S: -7.270418 1.384461 -5.159612
C: -1.274772 -1.154811 -0.915707
H: -3.089548 7.620677 1.563373
H: -6.208022 10.119489 7.361470
H: 5.256937 2.634089 -5.069648
C: -3.217295 -1.331995 3.301403
C: 7.192375 -4.755454 -5.013485
H: 2.060950 -6.935193 3.001306
H: -4.387406 5.303607 2.309387
O: -8.448890 0.121175 -4.687055
H: -3.690346 6.976219 5.904351
O: -1.303647 -7.870119 3.968626
O: -3.131250 -0.793489 11.877278
H: -9.564914 0.270449 -2.220572
O: -1.941448 -1.716930 0.224904
H: -7.480326 2.375822 -7.391030
H: -2.823092 -2.326833 3.508798
H: 0.496938 -8.485788 7.721423
H: -5.160712 -3.321757 13.003775
H: 9.139142 0.887912 -4.599459
H: -3.001051 1.285968 10.292350
H: 6.970823 -3.698985 -9.073132
H: 6.672328 -6.247544 -2.950199
H: -3.022786 9.779353 2.266516
H: -1.536617 -0.107025 -1.062930
H: 7.563828 -4.097076 -4.228204
O: 0.802468 -0.569032 0.348126
H: -1.340771 1.854139 10.318159
H: 1.221550 -6.468622 6.585913
O: -3.911723 6.231704 3.998544
O: -7.375105 2.459795 -4.198068
H: 8.985290 -8.139428 -5.894080
H: 1.075228 1.329027 1.084840
C: -5.743916 9.743257 6.449791
C: 0.256193 -1.419408 -0.670685
H: 5.498716 4.027484 -4.040309
H: -10.426238 -0.963726 -2.912301
H: 0.596806 -6.810515 1.881575
H: -4.666013 9.890923 6.516186
C: -4.242395 -2.156313 1.326035
C: 0.302524 0.707393 0.632514
H: -3.892761 -3.165394 1.544243
S: -1.668853 -0.379994 11.277775
H: -0.773313 -7.387166 7.902324
H: -10.129264 1.488858 -4.467715
O: -5.973125 0.765783 -5.537590
H: 7.861872 4.072249 -4.167558
C: -2.106532 1.354396 10.911424
H: -10.411845 -0.078962 -5.090380
H: 0.753444 -5.726635 3.235406
H: -2.225627 1.994799 11.785379
O: 0.915943 -8.041729 5.232658
H: -4.552456 7.127585 0.769698
H: -4.580784 -1.974323 13.955758
H: -4.424832 10.528868 2.816763
H: 6.045878 6.670433 -9.519178
C: 5.107789 6.154177 -9.723087
H: -3.079711 -2.894266 11.505032
O: -4.368453 -1.428615 2.479806
H: 7.508084 -3.199787 -6.275380
H: -5.378040 -1.664101 12.349987
H: -4.249461 10.123437 1.068182
H: 7.407532 2.388073 -3.711509
O: 8.133221 2.490071 -5.580367
O: 4.867812 5.272742 -8.573468
H: 7.817712 -9.363251 -6.714615
H: 8.388942 -4.735416 -9.310098
H: -9.020996 2.515226 -6.525744
H: -2.702176 -2.542403 13.130991
H: -8.494269 0.936452 -7.170552
C: -4.539282 6.311759 2.694974
H: 6.200389 2.549443 -7.188099
H: -6.118295 10.322528 5.605760
C: 7.827488 -4.155663 -8.577464
H: 5.793053 3.591380 -9.392071
H: 6.130934 -4.596592 -5.203730
C: 0.995379 -6.732814 2.893108
C: -4.733642 -2.321340 12.933841
O: -1.423368 -1.204909 10.075816
H: 7.244026 -8.607792 -2.750746
C: -3.333171 -2.203623 12.309307
C: -5.589291 7.604845 5.211020
C: -3.369130 -1.442093 0.290965
H: 5.882197 -7.007453 -4.307011
C: 7.973626 -8.514643 -6.048527
C: 9.279463 1.806068 -5.169900
H: 6.843604 4.744443 -8.519385
O: -6.045302 8.357095 6.368006
O: 5.719828 4.280589 -6.098549
C: -8.163820 1.867815 -6.710688
H: 8.920898 -4.334388 -6.121796
C: 7.563154 -8.168654 -3.695949
C: 5.849329 4.300184 -8.565919
C: 7.409742 3.138538 -4.502012
C: 7.846467 -4.235938 -6.276732
O: 7.601858 -6.079187 -4.790457
H: -3.333879 -0.811532 4.251999
C: -10.312766 0.116919 -2.998548
H: -0.311998 -6.308497 5.695490
H: -1.600784 -1.500078 -1.896834
H: -2.505413 -0.644503 2.844586
C: 5.913067 3.485877 -4.890641
C: 0.417921 -7.014467 6.091624
H: -3.796917 -1.734801 -0.667903
S: 0.101855 -8.197007 3.778575
H: -5.585889 6.475181 2.951889
O: -0.713085 -0.392662 12.459925
H: 8.607136 -3.445118 -8.302954
H: -6.109417 6.650984 5.123239
H: -5.266631 -2.081299 0.960781
C: -4.155121 7.461125 1.728333
H: 8.635558 -7.979812 -3.646917
H: -11.297428 0.542621 -2.805376
O: -4.788898 8.585442 2.225483
H: 4.338353 6.904904 -9.903262
H: 5.479185 5.780419 -10.677277
O: 7.482694 -4.935505 -7.425286
H: -0.058377 1.366210 -0.157313
H: -3.611679 -0.379822 0.320190
H: 0.838756 -1.054989 -1.516808
C: -0.246008 -7.949099 7.131422
H: 0.501397 -2.457792 -0.447658
O: 0.465844 -9.444090 3.075945
H: -3.468587 8.149396 4.730007
C: 5.594246 3.449918 -7.287313
H: 9.839743 2.460460 -4.502090
H: -0.931400 -8.662131 6.673246
C: -9.817165 0.451529 -4.346711

Cartesian forces (eV/Å) of the 6 atoms listed first:
H -0.14 0.19 0.24
C 0.24 1.03 -0.63
H 0.49 0.53 -0.37
C -0.56 -2.28 0.44
C -0.60 0.77 1.06
H -0.26 0.24 0.06

=====

Entry 3:
One molecule with the formula C9H7IS. Source: the OMol25 dataset; level of theory: wB97M-V/def2-TZVPD.

LUMO level   0.2 eV
Energy   -28381.4459 eV
Structure (SMILES)   IC1=CCc2ccccc2S1
Frontier orbital gap   0.319 Ha

Cartesian coordinates (Å):
C: -2.238049 -0.503393 -0.938048
C: -1.725935 -1.788030 -0.852430
I: 4.522181 0.238295 -0.347850
C: 2.605881 0.493441 0.385766
C: 1.824767 1.545963 0.388166
C: -1.534757 0.558171 -0.395520
H: -0.082178 -2.999124 -0.189644
C: 0.416520 1.480669 0.916583
H: 0.450222 1.288203 1.995841
H: -2.277720 -2.620355 -1.257914
H: -0.091908 2.428457 0.747654
S: 1.724347 -1.246917 1.117040
C: -0.333607 0.350789 0.265536
H: -1.933467 1.560531 -0.462996
H: 2.174232 2.488647 -0.010359
C: 0.186480 -0.942672 0.315510
C: -0.503245 -2.006738 -0.247721
H: -3.183767 -0.325934 -1.429618

Cartesian forces (eV/Å) of the 6 atoms listed first:
C -0.05 0.00 -0.08
C -0.11 0.00 0.00
I -0.23 0.14 0.14
C -0.95 -3.01 1.05
C 0.03 0.29 0.06
C -0.02 -0.01 0.06

=====

Entry 4:
A 4-piece molecular cluster, C21H19N6O9 overall. Source: the OMol25 dataset; level of theory: wB97M-V/def2-TZVPD.

LUMO level   -4.4 eV
Energy   -49433.0922 eV
Net charge   +1
Frontier orbital gap   0.270 Ha

Cartesian coordinates (Å):
O: -3.620656 -4.868323 -0.941040
O: 6.212512 3.031249 -3.460503
H: -6.370091 -2.495001 -2.373532
C: 4.911084 3.078213 -2.994342
C: 2.968390 4.637556 3.565749
H: -4.995864 -4.693673 1.064688
C: -7.774201 -2.800374 0.689409
C: 1.510530 -2.736405 -1.880935
O: 1.654953 1.866754 -2.418756
O: 7.181759 2.418603 -1.675999
N: 6.851530 1.974348 -2.694239
H: 4.108555 1.056894 -3.839672
O: 1.625063 -0.186844 0.592377
H: 1.676801 1.466359 -1.517680
C: -0.105685 -2.141631 -0.178473
O: 3.043353 -0.680995 -0.955574
H: -0.422050 -1.514406 0.645388
C: -0.529783 -3.991609 -1.656500
H: -8.645449 -2.474377 1.246133
H: -6.968308 -3.934200 2.325126
C: 1.110509 -1.932368 -0.819430
C: -0.926178 -3.175954 -0.602227
C: 1.808319 4.416400 4.295592
N: 1.987891 -0.857132 -0.361532
H: 3.534011 5.549844 3.712677
N: -0.115290 2.990144 4.890854
N: 4.313710 4.087474 -2.228098
H: 2.195085 4.147760 -1.407599
C: -5.563666 -3.646127 -0.735296
H: -8.339194 -1.752780 -1.097932
H: 0.968532 1.370709 3.031808
C: -6.832908 -3.623030 1.296526
N: 2.863061 2.461536 -2.574278
H: 0.988804 -4.407183 -3.117750
C: 3.405635 3.687260 2.650496
H: 1.475441 5.162041 5.006194
C: 1.098352 3.238834 4.103147
H: 4.315856 3.859770 2.085467
H: 2.454110 -2.572795 -2.385438
C: 2.681753 2.515757 2.458002
O: -0.469272 3.853650 5.671353
C: 1.523027 2.287601 3.186689
H: 3.023688 1.777652 1.741627
C: 0.685175 -3.769985 -2.296251
C: 3.026409 3.680290 -1.973151
C: 4.000764 1.996802 -3.265930
H: -1.170553 -4.803818 -1.979724
H: -1.874121 -3.351422 -0.109827
N: -4.402791 -4.113044 -1.498293
C: -5.721711 -4.050304 0.583956
C: -6.493795 -2.815921 -1.347218
O: -4.283360 -3.725818 -2.646112
C: -7.603731 -2.395102 -0.629086
O: -0.694434 1.932502 4.718661
H: 4.718430 4.964623 -1.899501

Cartesian forces (eV/Å) of the 6 atoms listed first:
O -0.12 0.17 -0.10
O -2.73 1.82 -0.35
H 0.14 -0.14 0.07
C -0.20 -2.20 -1.82
C -0.02 -0.13 -0.10
H 0.02 0.03 -0.20

=====

Entry 5:
A 2-piece molecular cluster, C7H14N3 overall. Source: the OMol25 dataset; level of theory: wB97M-V/def2-TZVPD.

Relative energy (zero: lowest compared OMol25 entry of this formula, charge and spin)   35.1 kcal/mol
LUMO level   -3.4 eV
Energy   -11949.3984 eV
Net charge   +1
Frontier orbital gap   0.315 Ha

Cartesian coordinates (Å):
H: -0.672806 3.036550 3.806252
H: 1.612212 2.752918 2.370070
C: 1.119117 -2.222236 -2.313930
C: -1.355633 -2.204011 -2.325256
H: -2.066935 -2.056029 -1.493034
H: -1.823136 -1.937358 -3.287198
H: 0.849277 0.355835 -1.714865
N: 0.195774 0.853710 0.251125
H: 1.827288 -2.076626 -1.480843
C: 1.191115 1.660499 0.586325
C: -0.096510 -0.170720 -1.805874
C: -0.533563 1.941822 3.746419
H: -1.470086 1.457503 4.044737
H: 0.254245 1.655757 4.466167
H: -1.515135 0.117132 1.368085
H: -1.056256 -3.256027 -2.373739
H: -1.039618 0.380642 -1.729255
N: -0.115174 -1.445030 -2.099156
H: 1.591049 -1.964837 -3.274961
C: -0.136799 1.560296 2.373187
C: -0.634233 0.749235 1.354734
H: 2.059183 1.972904 0.027442
H: 0.805973 -3.271680 -2.358953
N: 1.010661 2.109744 1.862513

Cartesian forces (eV/Å) of the 6 atoms listed first:
H 0.00 -0.47 0.04
H -0.19 -0.26 -0.30
C 0.38 -0.20 0.07
C -0.53 -0.17 0.16
H 0.36 -0.02 -0.47
H 0.24 0.05 0.43

=====

Number 1: maximum force 4.1 eV/A. Number 2: maximum force 4.5 eV/A. Number 3: maximum force 3.3 eV/A. Number 4: maximum force 3.8 eV/A. Number 5: maximum force 1.5 eV/A.